No. 1
DFT (ωB97M-V/def2-TZVPD) results for the molecule C12H24FINO4PS2.

Last column: Mulliken charge in e.
Cartesian coordinates (Å):
I  -3.78  4.00  -0.41  0.002
S  -0.31  0.85  -2.72  1.519
S  -1.74  -1.67  -1.09  -0.135
P  2.36  0.27  -1.56  0.124
F  2.42  -2.81  -1.65  -0.350
O  0.57  1.87  -3.18  -0.722
O  -0.64  -0.33  1.57  -0.435
O  -1.17  0.20  -3.67  -0.655
O  -1.22  1.41  -1.58  -0.328
N  2.42  1.62  -0.80  -0.617
C  0.77  -2.19  -0.06  -0.997
C  0.37  -3.91  -2.00  -1.508
C  0.66  -0.44  -1.91  -0.609
C  -3.17  3.04  1.39  -1.258
C  -1.66  3.03  1.64  -0.452
C  -1.09  1.26  -0.14  1.039
C  -0.77  2.63  0.47  -1.570
C  -0.15  0.13  0.33  -1.666
C  1.26  -0.77  3.07  -1.269
C  1.29  -3.30  -0.97  0.277
C  0.08  0.11  2.73  -0.168
C  -0.04  -1.04  -0.67  1.330
H  -1.35  4.02  1.98  0.439
H  1.66  -4.09  -0.32  0.458
H  1.64  -1.78  0.46  -0.157
H  -1.51  2.34  2.48  0.131
H  -2.09  0.94  0.16  0.092
H  0.28  2.65  0.78  0.386
H  -0.64  0.11  3.54  0.518
H  -3.59  2.04  1.35  0.417
H  -2.19  -1.52  0.16  0.177
H  0.15  -2.67  0.70  0.466
H  0.07  -3.21  -2.78  0.356
H  2.94  0.11  -2.83  0.108
H  2.69  2.43  -1.35  0.264
H  0.41  1.14  2.59  0.219
H  -0.52  -4.30  -1.52  0.341
H  0.95  -1.81  3.21  0.306
H  0.90  -4.74  -2.48  0.428
H  0.74  -1.16  -2.73  0.638
H  -3.67  3.58  2.19  0.564
H  -0.85  3.36  -0.33  0.663
H  2.03  -0.74  2.29  0.205
H  0.86  0.54  0.46  0.871
H  1.72  -0.42  3.99  0.456
H  2.92  -0.77  -0.82  0.102

Properties
SMILES: CCO[C@@H]1[C@@H](CCCI)OS(=O)(=O)[C@@H]([PH2]=N)[C@@]1(S)C[C@@H](C)F
Max |F|, hartree/bohr: 0.008
Orbital gap, eV: 9.55
HOMO level, hartree: -0.33521
Total energy, Ha: -2362.58362

***

No. 2
DFT (ωB97M-V/def2-TZVPD) results for the molecule C11H16S2 at a distorted geometry.

Last column: Mulliken charge in e.
Cartesian coordinates (Å):
S  -1.25  2.44  0.01  -0.124
S  0.90  1.51  -1.94  -0.214
C  -3.02  -1.28  -0.67  -0.650
C  -1.45  -2.02  -2.36  -0.590
C  0.14  0.58  2.05  -1.380
C  -2.14  -0.36  -0.24  -0.213
C  1.53  -0.83  0.57  -1.574
C  -0.95  -0.15  -0.86  0.216
C  2.17  1.53  0.80  -1.774
C  0.98  0.54  0.72  1.792
C  -2.74  -2.11  -1.80  -0.545
C  0.01  0.83  -0.43  0.285
C  -0.54  -1.05  -1.87  -0.394
H  0.45  -1.11  -2.29  0.294
H  0.49  1.57  2.54  0.374
H  -4.07  -1.36  -0.20  0.272
H  -0.44  3.34  0.54  0.137
H  -0.01  2.32  -2.52  0.191
H  2.85  1.45  -0.13  0.390
H  -3.40  -2.97  -2.01  0.343
H  2.80  1.30  1.63  0.507
H  -0.94  0.49  1.71  0.276
H  2.20  -0.86  -0.32  0.293
H  2.12  -1.21  1.50  0.394
H  -2.55  0.40  0.43  0.296
H  0.35  -0.17  2.74  0.400
H  -1.06  -2.42  -3.34  0.279
H  0.63  -1.51  0.44  0.418
H  1.86  2.59  0.94  0.300

Properties
SMILES: CC(C)(C)C(S)(S)c1ccccc1
Energy above the lowest of the compared OMol25 structures with the same formula, charge and spin, eV: 0.000
Max |F|, hartree/bohr: 0.097
Orbital gap, eV: 8.90
HOMO level, hartree: -0.31150
Total energy, Ha: -1225.03459

***

No. 3
DFT (ωB97M-V/def2-TZVPD) results for a structure of composition C15H9Br4N3O2OsSe.

Last column: Mulliken charge in e.
Cartesian coordinates (Å):
Os  -0.18  -0.18  0.07  1.029
Br  1.51  0.19  -6.63  -0.019
Br  -0.93  1.42  -4.69  -0.033
Br  3.96  -2.13  -2.00  -0.033
Br  3.95  -1.52  -5.31  0.001
Se  -0.83  1.89  1.10  -0.167
O  -0.37  0.52  -1.81  -0.812
O  1.44  -0.91  -0.80  -0.743
N  0.44  3.92  -0.42  0.033
N  -0.22  -2.11  2.60  -0.192
N  1.96  2.67  0.53  0.318
C  -0.17  -1.38  1.71  0.427
C  2.63  3.65  -0.21  0.907
C  1.55  -0.70  -2.09  0.769
C  1.51  -0.11  -4.82  0.352
C  3.99  3.88  -0.39  -0.674
C  0.51  0.11  -2.66  0.616
C  1.99  5.53  -1.62  -0.974
C  1.66  4.45  -0.81  0.468
C  2.59  -0.90  -4.23  0.297
C  2.61  -1.18  -2.87  -0.396
C  2.64  1.69  1.36  -1.076
C  4.32  4.95  -1.19  -0.728
C  0.48  0.40  -4.03  -0.342
C  3.34  5.76  -1.80  -0.526
C  0.64  2.87  0.38  -0.008
H  3.24  1.03  0.73  0.374
H  3.27  2.21  2.07  0.412
H  3.66  6.59  -2.42  0.427
H  5.36  5.18  -1.36  0.427
H  4.75  3.27  0.08  0.468
H  1.89  1.11  1.90  0.360
H  -0.26  -2.74  3.38  0.313
H  1.24  6.16  -2.08  0.447
H  -0.48  4.27  -0.67  0.279

Properties
Net charge: +2
Max |F|, hartree/bohr: 0.018
Orbital gap (spin up / spin down), eV: 7.48 / 5.45
2S+1: 5
HOMO level (spin up / spin down), hartree: -0.53402 / -0.53384
Total energy, Ha: -13679.28324

***

No. 4
DFT (ωB97M-V/def2-TZVPD) results for a cluster of 2 separate species, C6H9NO3 in total at a distorted geometry.

Last column: Mulliken charge in e.
Cartesian coordinates (Å):
O  1.30  0.54  -0.18  -0.380
O  -2.57  0.14  -0.89  -0.525
O  0.37  -1.66  0.00  -0.458
N  -0.68  2.44  0.37  -0.621
C  -2.11  -0.42  1.41  -1.093
C  0.79  -0.88  -0.77  0.774
C  -1.86  0.26  0.09  0.620
C  -0.76  1.29  0.17  0.633
C  0.65  -0.69  -2.24  -1.042
C  2.20  0.61  0.93  -0.765
H  -0.07  0.12  -2.42  0.306
H  -1.19  -0.91  1.72  0.301
H  0.30  -1.61  -2.69  0.361
H  3.21  0.71  0.55  0.260
H  -2.44  0.31  2.14  0.352
H  -2.88  -1.19  1.31  0.317
H  2.12  -0.22  1.63  0.338
H  1.62  -0.37  -2.63  0.331
H  1.99  1.53  1.49  0.293

Properties
SMILES: CC(=O)C#N.COC(C)=O
Energy above the lowest of the compared OMol25 structures with the same formula, charge and spin, eV: 2.602
Max |F|, hartree/bohr: 0.076
Orbital gap, eV: 10.47
HOMO level, hartree: -0.36970
Total energy, Ha: -514.41726

***

No. 5
DFT (ωB97M-V/def2-TZVPD) results for a cluster of 2 separate species, C2H8N5 in total at a distorted geometry.

Last column: Mulliken charge in e.
Cartesian coordinates (Å):
N  -3.20  -1.07  -2.47  -0.377
N  2.56  0.10  1.37  -0.276
N  -2.03  -0.78  -0.46  -0.562
N  0.90  1.74  0.23  -0.572
N  0.58  0.39  0.29  0.164
C  -2.68  -1.04  -1.41  0.279
C  1.50  -0.34  0.81  0.129
H  2.71  1.15  1.49  0.322
H  3.32  -0.42  1.71  0.230
H  -0.38  0.05  0.01  0.380
H  1.24  -1.47  0.80  0.315
H  0.97  2.12  -0.67  0.229
H  0.28  2.13  0.88  0.236
H  -2.49  -0.62  0.40  0.206
H  -3.28  -1.95  -2.99  0.298

Properties
Net charge: +1
Energy above the lowest of the compared OMol25 structures with the same formula, charge and spin, eV: 1.558
Max |F|, hartree/bohr: 0.095
Orbital gap, eV: 11.19
HOMO level, hartree: -0.51788
Total energy, Ha: -354.49946

***

No. 6
DFT (ωB97M-V/def2-TZVPD) results for the molecule C3H3N3S2.

Last column: Mulliken charge in e.
Cartesian coordinates (Å):
S  -1.56  -1.57  -0.17  -0.267
S  3.20  -0.58  -0.08  -0.214
N  0.92  1.49  -0.09  -0.322
N  0.63  0.17  -0.11  0.559
N  -0.19  2.13  -0.09  -0.472
C  -1.24  1.25  -0.09  -0.340
C  1.62  -0.83  -0.14  -0.016
C  -0.74  -0.01  -0.09  0.230
H  -2.26  1.59  -0.10  0.443
H  -1.55  -1.83  1.17  0.175
H  1.17  -1.82  -0.21  0.224

Properties
SMILES: S=Cn1nncc1S
Energy above the lowest of the compared OMol25 structures with the same formula, charge and spin, eV: 1.290
Max |F|, hartree/bohr: 0.013
Orbital gap, eV: 8.30
HOMO level, hartree: -0.34205
Total energy, Ha: -1076.69887